{"formula": "CH4NO3P", "method": "ωB97M-V with the def2-TZVPD basis set", "elements": ["P", "O", "O", "O", "N", "C", "H", "H", "H", "H"], "xyz": [[-0.21062, -1.69640, -0.26775], [1.18818, -1.76189, -0.70244], [-1.15462, -0.88972, -1.30173], [-0.86759, -2.85893, 0.36675], [0.09463, 0.88064, 0.41275], [0.18914, -0.31648, 0.84110], [-0.63589, 0.80743, -0.31076], [1.08815, -0.57449, 1.44844], [-1.44033, -1.59003, -1.97896], [0.67594, 1.63819, 0.67898]], "mulliken_charge": [0.927, -0.605, -0.570, -0.663, -0.158, -0.076, 0.322, 0.261, 0.319, 0.243], "homo_ev": -9.78, "max_force_ev_per_a": 3.31, "e_above_lowest_ev": 0.900, "orbital_gap_ev": 9.17}



{"formula": "C2H4N2O2", "method": "ωB97M-V with the def2-TZVPD basis set", "elements": ["O", "O", "N", "N", "C", "C", "H", "H", "H", "H"], "xyz": [[2.39641, -0.45843, 0.13572], [0.98018, 1.07267, -0.10943], [-1.79038, 0.42631, 0.25605], [-1.17019, -0.74491, -0.04218], [0.02719, -1.07414, -0.02445], [1.27539, -0.13918, 0.06999], [-2.68837, 0.36157, -0.31439], [-1.05611, 1.19700, -0.01451], [1.74163, 1.56902, 0.11767], [0.28425, -2.20990, -0.07446]], "mulliken_charge": [-0.538, -0.437, -0.491, -0.296, -0.136, 0.721, 0.281, 0.281, 0.321, 0.295], "homo_ev": -9.56, "max_force_ev_per_a": 5.37, "smiles": "N/N=C\\C(=O)O", "e_above_lowest_ev": 3.108, "orbital_gap_ev": 10.20}



{"formula": "C12H16F2N4O4S2Y", "method": "ωB97M-V with the def2-TZVPD basis set", "elements": ["Y", "S", "S", "F", "F", "O", "O", "O", "O", "N", "N", "N", "N", "C", "C", "C", "C", "C", "C", "C", "C", "C", "C", "C", "C", "H", "H", "H", "H", "H", "H", "H", "H", "H", "H", "H", "H", "H", "H", "H", "H"], "xyz": [[0.60799, -0.27290, -0.67321], [-0.21449, -1.24249, 2.64391], [6.24160, -0.53995, 0.35814], [-0.81264, 1.88577, -0.90910], [1.26607, 1.95173, -1.64924], [6.57491, 0.82135, -0.02018], [2.62260, -0.66589, -0.70062], [-1.39138, -1.70532, 3.34831], [5.65658, -0.46023, 1.94433], [-2.04020, -0.68371, -1.24861], [-4.83757, -1.12472, -1.83298], [-0.33155, -0.82531, 1.23250], [4.83909, -0.93515, -0.43078], [4.56284, 0.31849, 2.14652], [2.34877, 1.92342, 2.60329], [-2.85155, -1.59951, -0.44050], [-2.55284, -0.59382, -2.61733], [4.42208, 0.96170, 3.37251], [3.58960, 0.42903, 1.15699], [-4.31711, -1.21629, -0.41311], [2.49568, 1.26788, 1.40097], [3.73984, -0.40694, -0.04186], [3.31406, 1.74959, 3.59829], [-4.01205, -0.17475, -2.67098], [-0.01656, 1.53115, -2.09894], [-4.81532, -2.05419, -2.25857], [-4.41840, -0.19309, -3.68055], [-0.31595, 2.26005, -2.85010], [-2.46722, -1.60405, 0.57931], [1.77902, 1.51390, 0.61724], [-2.06542, 0.24885, -0.83470], [1.50787, 2.58322, 2.76519], [-4.16690, 0.81450, -2.23987], [-2.42172, -1.56375, -3.10599], [-5.81579, -0.83338, -1.83111], [-1.96072, 0.12803, -3.17788], [-4.47497, -0.23120, 0.02625], [3.20630, 2.25715, 4.54752], [-4.93160, -1.94465, 0.11222], [5.19433, 0.83533, 4.11824], [-2.73729, -2.60985, -0.84553]], "mulliken_charge": [1.532, 0.361, 0.523, -0.289, -0.201, -0.510, -0.632, -0.515, -0.521, 0.197, -0.145, -0.472, -0.599, 0.369, -1.141, -0.482, -0.847, -0.763, 0.810, -0.680, -0.492, 0.613, -0.341, -0.699, -0.463, 0.382, 0.408, 0.270, 0.118, 0.906, 0.451, 0.448, 0.373, 0.408, 0.349, 0.329, 0.359, 0.402, 0.390, 0.442, 0.351], "homo_ev": -11.20, "max_force_ev_per_a": 0.66, "e_above_lowest_ev": 1.315, "total_charge": 1, "orbital_gap_ev": 7.55}



{"formula": "C6H10", "method": "ωB97M-V with the def2-TZVPD basis set", "elements": ["C", "C", "C", "C", "C", "C", "H", "H", "H", "H", "H", "H", "H", "H", "H", "H"], "xyz": [[-0.04376, -0.77421, -0.78186], [1.78756, 0.25164, 0.91773], [0.41478, -0.37235, 0.62966], [-0.75082, 0.26721, -1.65034], [-1.42763, -0.24420, -0.42789], [-0.88309, 0.44234, 0.82726], [-1.43391, 0.27779, 1.75712], [0.36310, -1.70014, -1.18446], [-0.74835, 1.52428, 0.69471], [1.86352, 0.72805, 1.90699], [2.00330, 1.03683, 0.17956], [2.60241, -0.47878, 0.85073], [-0.34983, 1.27621, -1.72953], [-1.22442, -0.07885, -2.57809], [-2.36349, -0.78434, -0.46521], [0.19064, -1.37148, 1.05361]], "mulliken_charge": [-0.470, -1.320, 0.459, -0.728, -0.047, -0.908, 0.289, 0.396, 0.279, 0.325, 0.308, 0.346, 0.198, 0.247, 0.369, 0.258], "homo_ev": -9.44, "max_force_ev_per_a": 1.37, "smiles": "C[C@H]1C[C@H]2C[C@H]21", "e_above_lowest_ev": 1.774, "orbital_gap_ev": 10.65}